Below is 3 unconnected molecules or ions with the total composition C6H15NO, with properties calculated with the ωB97M-V functional and the def2-TZVPD basis.

Calculated values
Total energy, eV: -9997.3071
HOMO-LUMO gap (spin up / spin down), eV: 7.1 / 7.3
LUMO (spin up / spin down), Ha: 0.03190 / 0.03244

```
! RIJCOSX wB97M-V def2-TZVPD def2/J DEFGRID3
* xyz 0 1
C 2.168 0.609 -0.591
C 0.201 -0.494 0.188
C -0.255 0.062 -0.968
C -2.301 -0.576 -0.119
C 0.612 -1.920 0.328
C -2.860 0.611 0.611
N 1.952 1.983 -0.322
O 3.173 -0.040 0.171
H 3.038 0.188 1.099
H 2.405 0.413 -1.633
H 0.094 0.081 1.105
H 2.792 2.559 -0.351
H 1.459 2.160 0.546
H -0.469 1.120 -1.029
H -0.190 -0.494 -1.894
H -2.676 -0.729 -1.128
H -2.304 -1.507 0.442
H 1.664 -1.962 0.620
H 0.501 -2.465 -0.609
H 0.026 -2.420 1.101
H -2.429 0.708 1.612
H -2.649 1.544 0.074
H -3.950 0.568 0.744
*
```

---

Below is a molecular structure, C39H30I2N8S2SeY, with properties calculated with the ωB97M-V functional and the def2-TZVPD basis.

Calculated values
Total energy, eV: -157119.3181
HOMO-LUMO gap, eV: 6.0
LUMO, Ha: 0.05178

```
! RIJCOSX wB97M-V def2-TZVPD def2/J DEFGRID3
* xyz -1 1
Y 0.398 0.784 0.137
S 1.431 -1.642 0.576
C 1.348 -1.792 2.338
C 1.234 -3.066 2.907
C 1.160 -3.250 4.280
C 1.206 -2.146 5.124
C 1.330 -0.877 4.577
C 1.403 -0.673 3.193
S 1.615 0.958 2.548
H 1.199 -3.920 2.241
H 1.071 -4.250 4.689
H 1.146 -2.272 6.199
H 1.382 -0.009 5.225
N -0.738 3.771 -9.947
C -0.715 3.415 -8.853
C -0.697 2.969 -7.477
C 0.413 3.222 -6.674
C 0.415 2.810 -5.352
C -0.682 2.134 -4.827
C -1.781 1.868 -5.639
C -1.796 2.288 -6.958
C -0.660 1.696 -3.398
C -0.880 2.713 -2.445
C -1.308 4.023 -2.742
C -1.488 4.669 -1.528
C -1.145 3.726 -0.548
N -0.786 2.548 -1.072
C -0.431 0.359 -3.171
C -0.236 -0.626 -4.190
C -0.081 -1.826 -3.559
C -0.161 -1.549 -2.169
N -0.358 -0.261 -1.912
H 1.271 3.732 -7.089
H 1.282 2.982 -4.724
H -2.627 1.333 -5.224
H -2.650 2.089 -7.591
H -1.481 4.425 -3.730
H -1.809 5.685 -1.358
H -1.143 3.874 0.523
H -0.187 -0.428 -5.251
H 0.107 -2.792 -4.002
H -0.064 -2.263 -1.364
I 2.729 1.779 -1.874
I 3.505 0.253 -4.360
Se 1.984 3.229 0.109
C 3.526 3.305 1.256
C 4.774 2.822 0.905
C 5.842 2.959 1.786
C 5.669 3.580 3.013
C 4.414 4.066 3.362
C 3.346 3.928 2.488
H 4.922 2.324 -0.043
H 6.813 2.567 1.507
H 6.503 3.680 3.696
H 4.263 4.540 4.325
H 2.362 4.283 2.772
C -1.294 2.670 3.451
C -2.133 2.158 2.335
N -1.816 1.239 1.447
C -2.927 1.074 0.634
C -3.923 1.895 1.030
N -3.412 2.577 2.121
C -4.125 3.582 2.883
N -4.614 4.643 2.048
N -5.881 4.609 1.563
N -6.074 5.639 0.826
C -4.908 6.389 0.815
C -4.608 7.597 0.180
C -3.350 8.117 0.381
C -2.399 7.457 1.192
C -2.680 6.264 1.814
C -3.964 5.750 1.603
H -0.412 2.038 3.547
H -1.850 2.671 4.391
H -0.938 3.687 3.255
H -2.920 0.381 -0.193
H -4.920 2.070 0.657
H -3.442 4.007 3.608
H -4.975 3.148 3.398
H -5.343 8.093 -0.441
H -3.073 9.049 -0.095
H -1.416 7.895 1.313
H -1.940 5.751 2.418
*
```

---

Below is a single CH2FNO2 molecule, with properties calculated with the ωB97M-V functional and the def2-TZVPD basis.

Calculated values
Total energy, eV: -9368.4476
HOMO-LUMO gap, eV: 10.9
LUMO, Ha: -0.01982

```
! RIJCOSX wB97M-V def2-TZVPD def2/J DEFGRID3
* xyz 0 1
C -0.056 -0.126 -0.614
N 0.039 0.166 0.778
O -0.825 -0.090 1.550
O 1.184 0.584 1.174
F -1.306 0.188 -1.075
H 0.735 0.452 -1.071
H 0.230 -1.174 -0.740
*
```

---

Below is a molecular structure, C21H21BF5IrN9O5STe, with properties calculated with the ωB97M-V functional and the def2-TZVPD basis.

Calculated values
Total energy, eV: -80992.4112
<S²>: 8.786
HOMO-LUMO gap (spin up / spin down), eV: 8.5 / 4.5
LUMO (spin up / spin down), Ha: -0.01530 / -0.14742

```
! RIJCOSX wB97M-V def2-TZVPD def2/J DEFGRID3
* xyz 0 6
Ir 0.406 -0.537 0.635
C -0.636 3.450 1.854
C 0.240 2.374 2.081
N -0.417 1.230 1.893
N -1.658 1.522 1.519
C -1.821 2.857 1.482
B -2.629 0.358 1.192
N -2.213 -0.819 2.099
C -2.901 -1.478 3.039
C -2.105 -2.492 3.532
C -0.913 -2.384 2.828
N -0.992 -1.374 1.967
N -2.392 -0.142 -0.253
C -3.233 -0.201 -1.294
C -2.560 -0.735 -2.371
C -1.275 -0.982 -1.899
N -1.201 -0.634 -0.622
N -4.058 0.803 1.370
C -4.686 1.746 0.622
C -5.969 1.875 1.091
C -6.044 0.966 2.154
N -4.897 0.342 2.304
H -0.407 4.491 1.952
H 1.215 2.399 2.532
H -2.746 3.314 1.201
H -3.905 -1.181 3.276
H -2.343 -3.211 4.287
H -0.040 -3.000 2.901
H -4.250 0.125 -1.216
H -2.942 -0.925 -3.352
H -0.432 -1.374 -2.432
H -4.188 2.250 -0.181
H -6.742 2.516 0.725
H -6.875 0.753 2.797
C 4.487 -1.912 -5.281
C 3.744 -1.397 -4.098
C 3.960 -0.085 -3.656
C 3.335 0.405 -2.540
C 2.385 -0.384 -1.849
C 2.165 -1.709 -2.291
C 2.849 -2.194 -3.382
S 3.258 0.363 0.902
O 2.932 1.756 1.302
O 4.532 -0.065 1.448
N 2.019 -0.488 1.802
C 2.455 -1.549 2.525
C 2.084 -3.024 1.672
O 2.422 -3.978 2.304
O 1.531 -2.788 0.615
H 4.241 -1.334 -6.172
H 4.273 -2.960 -5.470
H 5.558 -1.795 -5.115
H 4.630 0.552 -4.213
H 3.520 1.413 -2.210
H 1.508 -2.349 -1.721
H 2.699 -3.221 -3.679
H 1.931 -1.674 3.474
H 3.541 -1.600 2.625
F 1.977 4.117 0.973
Te 1.416 2.553 -0.178
F 1.346 2.318 -2.203
F 3.162 3.100 -0.909
F -0.537 1.802 -0.786
F 0.399 4.116 -0.807
O 1.787 0.114 -0.794
*
```

---

Below is a molecular structure, C57H52N5NaO2P2Se, with properties calculated with the ωB97M-V functional and the def2-TZVPD basis.

Calculated values
Total energy, eV: -159841.3605
HOMO-LUMO gap, eV: 6.6
LUMO, Ha: 0.00692

```
! RIJCOSX wB97M-V def2-TZVPD def2/J DEFGRID3
* xyz 0 1
Na -1.015 0.519 -0.214
C -2.715 -4.660 0.073
C -2.810 -3.329 -0.624
C -2.262 -3.169 -1.895
C -2.335 -1.952 -2.550
C -2.966 -0.869 -1.948
C -3.511 -1.016 -0.681
C -3.430 -2.239 -0.024
H -2.936 -4.568 1.137
H -1.712 -5.079 -0.034
H -3.421 -5.376 -0.353
H -1.769 -4.009 -2.369
H -1.895 -1.844 -3.534
H -3.033 0.084 -2.454
H -4.013 -0.178 -0.207
H -3.859 -2.347 0.967
C -1.449 1.377 3.702
C 0.057 1.670 3.683
P 0.875 0.984 2.162
C 2.239 2.160 1.853
C 2.543 2.447 0.523
C 3.600 3.297 0.216
C 4.338 3.883 1.232
C 4.028 3.615 2.561
C 2.989 2.752 2.869
C 1.801 -0.455 2.815
C 2.979 -0.856 2.186
C 3.657 -1.987 2.613
C 3.164 -2.742 3.668
C 1.983 -2.363 4.289
C 1.305 -1.229 3.862
P -2.258 1.937 2.127
C -1.851 3.721 2.200
C -0.706 4.131 1.518
C -0.261 5.442 1.598
C -0.985 6.372 2.333
C -2.137 5.979 2.998
C -2.563 4.658 2.942
C -4.036 1.915 2.533
C -4.574 1.221 3.613
C -5.951 1.162 3.797
C -6.802 1.798 2.908
C -6.273 2.491 1.825
C -4.903 2.543 1.635
H -1.918 1.861 4.563
H -1.625 0.299 3.786
H 0.534 1.293 4.589
H 0.213 2.750 3.664
H 1.952 2.001 -0.274
H 3.839 3.499 -0.821
H 5.159 4.548 0.993
H 4.605 4.071 3.356
H 2.769 2.530 3.907
H 3.374 -0.282 1.355
H 4.570 -2.283 2.111
H 3.696 -3.624 4.001
H 1.588 -2.948 5.110
H 0.382 -0.952 4.359
H -0.150 3.410 0.928
H 0.657 5.735 1.100
H -0.649 7.400 2.391
H -2.705 6.702 3.570
H -3.459 4.360 3.473
H -3.927 0.720 4.321
H -6.356 0.619 4.641
H -7.873 1.753 3.054
H -6.932 2.988 1.124
H -4.495 3.078 0.783
C -1.855 -7.248 -3.034
O -1.214 -6.124 -3.605
C 0.062 -5.860 -3.203
C 0.648 -4.723 -3.764
C 1.914 -4.333 -3.387
C 2.627 -5.083 -2.449
C 2.068 -6.244 -1.950
C 0.777 -6.630 -2.299
N 3.980 -4.786 -2.062
N 4.337 -3.640 -1.743
C 3.401 -2.569 -1.609
C 3.696 -1.394 -2.258
C 2.807 -0.319 -2.285
C 1.578 -0.354 -1.609
O 0.740 0.610 -1.642
C 1.328 -1.548 -0.798
N 0.219 -1.541 -0.014
C 0.005 -2.546 0.796
C 0.866 -3.651 0.900
C 1.971 -3.693 0.101
C 2.234 -2.634 -0.797
H -2.853 -7.278 -3.464
H -1.931 -7.152 -1.947
H -1.326 -8.172 -3.279
H 0.082 -4.153 -4.490
H 2.348 -3.439 -3.813
H 2.649 -6.848 -1.263
H 0.359 -7.530 -1.872
H 4.632 -1.338 -2.804
H 3.053 0.584 -2.831
H -0.886 -2.493 1.414
H 0.660 -4.435 1.617
H 2.671 -4.514 0.181
C -0.697 1.601 -4.124
N -0.239 2.742 -3.357
C -0.895 3.298 -2.320
Se -2.551 2.863 -1.651
N -0.101 4.278 -1.826
C 1.093 4.334 -2.525
C 2.212 5.139 -2.404
C 3.258 4.894 -3.280
C 3.187 3.873 -4.232
C 2.063 3.071 -4.351
C 1.012 3.330 -3.488
H -1.782 1.572 -4.074
H -0.272 0.694 -3.694
H -0.385 1.726 -5.160
H -0.396 4.856 -1.055
H 2.276 5.911 -1.649
H 4.154 5.498 -3.218
H 4.030 3.703 -4.888
H 2.014 2.273 -5.079
*
```

---

Below is a single C6H10N2O molecule, with properties calculated with the ωB97M-V functional and the def2-TZVPD basis.

Calculated values
Total energy, eV: -11408.9193
HOMO-LUMO gap, eV: 9.6
LUMO, Ha: 0.02423

```
! RIJCOSX wB97M-V def2-TZVPD def2/J DEFGRID3
* xyz 0 1
C -1.462 -0.905 -1.369
C 0.374 -1.605 0.082
C 1.282 -0.283 -0.264
C -0.792 0.609 0.569
C -1.091 -1.125 -0.025
C 1.013 2.028 0.085
N -1.689 -0.638 -2.454
N 0.607 0.771 0.569
O -2.079 -1.696 0.728
H 0.506 -2.551 -0.582
H 0.582 -1.919 1.021
H 2.308 -0.330 -0.025
H 1.161 -0.146 -1.310
H -1.353 1.417 -0.085
H -1.206 0.856 1.594
H 0.977 2.896 0.814
H 2.008 1.949 -0.205
H 0.619 2.544 -0.754
H -1.767 -1.871 1.611
*
```

---

Below is a molecular structure, FHMnO2P, with properties calculated with the ωB97M-V functional and the def2-TZVPD basis.

Calculated values
Total energy, eV: -47436.9757
<S²>: 12.011
HOMO-LUMO gap (spin up / spin down), eV: 7.2 / 9.0
LUMO (spin up / spin down), Ha: 0.00348 / -0.07227

```
! RIJCOSX wB97M-V def2-TZVPD def2/J DEFGRID3
* xyz 0 7
P 1.643 0.974 -0.047
O 2.163 -0.588 -0.193
O 0.156 0.215 0.351
F -3.344 0.136 -0.295
Mn -1.633 0.284 0.074
H 1.014 -1.021 0.110
*
```

---

Below is 2 unconnected molecules or ions with the total composition C5H14, with properties calculated with the ωB97M-V functional and the def2-TZVPD basis.

Calculated values
Total energy, eV: -5411.6143
HOMO-LUMO gap, eV: 12.3
LUMO, Ha: 0.04037

```
! RIJCOSX wB97M-V def2-TZVPD def2/J DEFGRID3
* xyz 0 1
C 1.369 -1.123 1.793
C 0.524 -2.274 1.267
H 2.153 -1.499 2.438
H 1.796 -0.467 1.031
H 0.678 -0.400 2.243
H 1.082 -3.050 0.730
H -0.278 -1.940 0.617
H 0.165 -2.839 2.133
C -0.392 0.892 -0.876
C -0.094 1.273 -2.333
C -1.587 1.515 -0.152
H -0.462 -0.196 -0.797
H 0.455 1.088 -0.279
H 0.989 1.365 -2.422
H -1.600 1.086 0.848
H -1.400 2.562 0.030
H -0.516 2.229 -2.632
H -0.339 0.449 -3.002
H -2.542 1.330 -0.637
*
```

---

Below is a molecular structure, C37H43CoO3Si, with properties calculated with the ωB97M-V functional and the def2-TZVPD basis.

Calculated values
Total energy, eV: -90710.5675
<S²>: 6.042
HOMO-LUMO gap (spin up / spin down), eV: 8.6 / 6.9
LUMO (spin up / spin down), Ha: 0.02377 / -0.06314

```
! RIJCOSX wB97M-V def2-TZVPD def2/J DEFGRID3
* xyz 0 5
O -0.660 0.167 -5.287
C -0.749 1.366 -6.197
C 0.002 0.669 -7.337
H -0.219 2.232 -5.753
H -1.795 1.607 -6.488
C -0.112 -0.577 -6.435
H 1.035 0.999 -7.467
H -0.583 0.559 -8.264
C 1.142 -1.341 -6.094
H 1.766 -0.840 -5.352
H 1.758 -1.496 -6.989
H 0.839 -2.328 -5.722
C -1.080 -1.535 -7.133
H -1.992 -1.036 -7.491
H -1.345 -2.355 -6.455
H -0.600 -1.983 -8.028
Co -0.199 -0.568 -0.241
C -2.236 -0.069 0.729
C -2.360 1.225 0.167
C -2.281 1.111 -1.237
H -2.540 2.139 0.731
C -1.999 -0.243 -1.578
C -2.136 -1.031 -0.354
H -2.357 -2.087 -0.236
H -2.360 -0.343 1.771
H -2.516 1.880 -1.970
H -1.883 -0.614 -2.600
C 1.444 -2.164 1.037
C 0.345 -2.608 0.217
C 0.682 -2.271 -1.169
H -0.426 -3.345 0.475
C 2.036 -1.767 -1.157
C 2.468 -1.673 0.191
H 3.473 -1.390 0.532
H 1.534 -2.338 2.110
H 0.131 -2.656 -2.040
H 2.625 -1.573 -2.061
O 2.233 1.386 -4.429
C 1.304 1.118 -3.350
C 0.621 2.420 -2.946
H 1.868 0.698 -2.502
H 0.580 0.371 -3.691
C 1.595 3.501 -3.532
H 0.458 2.474 -1.859
H -0.383 2.469 -3.405
C 2.770 2.704 -4.162
H 1.937 4.237 -2.792
H 1.083 3.998 -4.375
H 3.613 2.636 -3.448
H 3.158 3.124 -5.101
O 0.634 0.761 0.884
Si 0.763 1.166 2.448
C -0.240 0.092 3.633
C -1.528 0.462 4.050
C -2.303 -0.415 4.821
C -1.854 -1.709 5.086
C -0.575 -2.080 4.677
C 0.266 -1.144 4.058
C 2.523 0.908 3.020
C 2.848 0.711 4.367
C 4.186 0.573 4.764
C 5.214 0.634 3.817
C 4.886 0.827 2.469
C 3.550 0.961 2.074
C 0.294 2.933 2.975
C 0.183 3.302 4.328
C -0.124 4.621 4.707
C -0.309 5.610 3.736
C -0.163 5.261 2.388
C 0.141 3.942 2.011
H -1.932 1.439 3.770
H -3.267 -0.075 5.186
H -2.494 -2.418 5.604
H -0.217 -3.097 4.821
H 1.324 -1.385 3.918
H 2.066 0.659 5.130
H 4.428 0.404 5.815
H 6.262 0.555 4.119
H 5.668 0.873 1.711
H 3.291 1.115 1.022
H 0.319 2.570 5.126
H -0.206 4.888 5.763
H -0.569 6.636 4.020
H -0.270 6.030 1.622
H 0.248 3.683 0.954
*
```

---

Below is a molecular structure, C25H28F5LaO3, with properties calculated with the ωB97M-V functional and the def2-TZVPD basis.

Calculated values
Total energy, eV: -46967.5948
HOMO-LUMO gap, eV: 7.8
LUMO, Ha: 0.00446

```
! RIJCOSX wB97M-V def2-TZVPD def2/J DEFGRID3
* xyz 0 1
O 0.351 -0.069 -4.148
C 0.238 1.141 -5.004
C 0.174 0.384 -6.311
H 1.128 1.786 -4.962
H -0.688 1.693 -4.795
C 0.288 -0.851 -5.368
H 1.063 0.500 -6.941
H -0.764 0.492 -6.870
C 1.553 -1.633 -5.647
H 2.429 -1.006 -5.439
H 1.501 -1.939 -6.703
H 1.617 -2.525 -5.014
C -0.940 -1.721 -5.494
H -1.854 -1.177 -5.229
H -0.874 -2.624 -4.880
H -0.986 -2.031 -6.545
La -0.056 -0.411 1.508
C -2.467 -1.066 2.718
C -2.367 0.341 2.923
C -2.585 0.990 1.673
H -2.273 0.842 3.887
C -2.843 -0.024 0.701
C -2.727 -1.295 1.335
H -2.896 -2.261 0.855
H -2.441 -1.823 3.500
H -2.634 2.071 1.511
H -3.198 0.150 -0.314
C 1.031 -2.377 3.007
C 0.118 -3.063 2.149
C 0.626 -2.997 0.818
H -0.780 -3.585 2.476
C 1.860 -2.272 0.857
C 2.106 -1.888 2.211
H 2.990 -1.372 2.586
H 0.954 -2.312 4.091
H 0.198 -3.488 -0.056
H 2.539 -2.113 0.018
O 0.859 1.000 -0.589
C -0.062 0.239 -1.490
C -1.104 1.268 -1.909
H -0.512 -0.707 -1.101
H 0.529 -0.104 -2.349
C -0.188 2.458 -2.188
H -1.755 1.490 -1.050
H -1.721 1.012 -2.781
C 0.769 2.442 -0.980
H -0.679 3.419 -2.416
H 0.437 2.199 -3.076
H 0.410 3.048 -0.128
H 1.790 2.767 -1.242
F 1.454 2.234 8.576
C 1.217 1.824 7.318
C 1.778 2.533 6.252
F 2.544 3.621 6.482
C 1.576 2.108 4.957
F 2.069 2.832 3.921
C 0.780 0.967 4.700
O 0.616 0.568 3.468
C 0.176 0.305 5.787
F -0.703 -0.705 5.559
C 0.419 0.707 7.073
F -0.091 0.008 8.099
*
```

---

Below is 3 unconnected molecules or ions with the total composition C2H2ClNO3, with properties calculated with the ωB97M-V functional and the def2-TZVPD basis.

Calculated values
Total energy, eV: -22257.3843
HOMO-LUMO gap, eV: 6.4
LUMO, Ha: 0.20555

```
! RIJCOSX wB97M-V def2-TZVPD def2/J DEFGRID3
* xyz -2 1
C -1.199 0.235 -0.762
C 0.014 0.727 -0.261
N -0.040 2.028 1.250
O -2.284 -0.192 -0.873
O 0.890 1.727 2.115
O -0.432 1.066 -1.570
Cl 2.013 -8.545 -0.362
H 0.776 0.056 -0.319
H 0.263 2.897 0.781
*
```

---

Question: Which formula does entry 8 have?
Answer: C5H14

---

Question: Among the records above, which one has the lowest total energy?
Answer: C57H52N5NaO2P2Se